This record from OMol25 describes a molecular structure, C26H31N4O2RuS3. The level of theory is ωB97M-V with the def2-TZVPD basis set.

For the molecular weight, the calculation gives 628.8 g/mol. The value obtained for the HOMO energy is -0.1073 Ha. The energy relative to the best compared isomer or geometry (same formula, charge and spin) comes out at 35.5 kJ/mol. As for the calculated total energy: -2668.43301 Eh. The HOMO-LUMO gap comes out at 5.4 eV. As for the net charge: -1. Its largest force on an atom is 0.5 eV/A.

Each line ends with the Mulliken charge.
Atoms and positions in Å:
Ru  0.542  -0.454  0.876  0.57
O  -1.453  -1.137  1.106  -0.61
N  -1.593  -2.425  1.351  0.46
C  -2.745  -2.800  1.956  -0.30
C  -3.038  -4.111  2.210  -0.86
C  -2.111  -5.085  1.824  -0.21
C  -0.947  -4.693  1.216  -0.93
C  -0.648  -3.338  0.969  0.59
S  0.796  -2.809  0.232  -0.47
H  -3.388  -1.966  2.194  0.53
H  -3.970  -4.364  2.694  0.40
H  -2.306  -6.135  2.005  0.35
H  -0.204  -5.414  0.906  0.42
S  0.106  0.334  -1.271  -0.36
C  -0.208  2.051  -1.050  0.37
C  -0.358  2.874  -2.172  -0.62
C  -0.627  4.227  -2.055  -0.49
C  -0.754  4.795  -0.791  -0.49
C  -0.607  3.994  0.330  -0.74
C  -0.336  2.627  0.227  0.29
S  -0.161  1.649  1.679  -0.48
H  -0.257  2.422  -3.153  0.36
H  -0.736  4.837  -2.945  0.33
H  -0.963  5.853  -0.680  0.32
H  -0.703  4.424  1.322  0.38
C  -1.930  -0.205  4.803  -1.37
C  -0.452  -0.347  5.203  2.35
C  -0.279  -1.375  6.323  -1.82
C  0.119  1.017  5.610  -1.58
C  0.252  -0.787  3.990  -0.36
N  0.701  -0.984  2.954  -0.41
H  -2.489  0.220  5.639  0.48
H  -2.356  -1.178  4.553  0.26
H  -2.024  0.446  3.932  0.26
H  -0.832  -1.044  7.205  0.42
H  0.771  -1.486  6.595  0.39
H  -0.663  -2.349  6.019  0.39
H  -0.430  1.390  6.478  0.43
H  0.018  1.727  4.789  0.27
H  1.174  0.935  5.873  0.39
C  2.177  -2.178  -3.291  -0.91
C  3.212  -1.063  -3.310  -0.72
N  4.538  -1.493  -2.858  0.24
C  5.256  -2.439  -3.704  -0.89
C  5.312  -3.838  -3.106  -1.09
C  5.209  -1.006  -1.783  0.45
O  6.379  -1.299  -1.559  -0.68
C  4.453  -0.112  -0.849  0.20
C  4.893  1.175  -0.580  -0.51
C  4.123  1.958  0.262  -1.11
C  2.946  1.445  0.786  -0.23
N  2.525  0.200  0.538  0.46
C  3.293  -0.560  -0.247  -0.47
H  1.214  -1.779  -3.608  0.37
H  2.040  -2.574  -2.283  0.03
H  2.456  -2.999  -3.956  0.41
H  2.859  -0.241  -2.694  0.47
H  3.322  -0.675  -4.329  0.32
H  6.270  -2.065  -3.857  0.43
H  4.749  -2.455  -4.670  0.43
H  5.833  -3.810  -2.151  0.31
H  5.850  -4.515  -3.773  0.38
H  4.309  -4.233  -2.945  0.26
H  5.805  1.546  -1.029  0.48
H  4.402  2.976  0.496  0.41
H  2.284  2.041  1.402  0.46
H  2.939  -1.565  -0.432  0.58